Record 1
{"formula": "C15H9Cl2NO", "method": "ωB97M-V/def2-TZVPD", "elements": ["N", "C", "C", "C", "Cl", "Cl", "C", "C", "C", "C", "C", "O", "C", "C", "C", "C", "C", "C", "C", "H", "H", "H", "H", "H", "H", "H", "H", "H"], "coordinates": [[5.690, -1.359, 1.473], [4.927, -1.225, 0.601], [3.926, -0.899, -0.384], [4.283, -0.659, -1.683], [5.869, -0.249, -2.067], [3.068, -0.621, -2.873], [2.456, -0.916, -0.037], [1.912, -2.037, 0.673], [0.607, -2.059, 1.263], [-0.206, -0.933, 1.231], [0.278, 0.151, 0.440], [-0.431, 1.255, 0.187], [-1.781, 1.250, -0.046], [-2.559, 2.042, 0.827], [-3.962, 2.146, 0.692], [-4.529, 1.534, -0.411], [-3.802, 0.714, -1.257], [-2.389, 0.460, -1.007], [1.521, 0.184, -0.144], [2.519, -2.925, 0.700], [0.367, -2.982, 1.753], [-1.089, -0.975, 1.813], [-2.108, 2.561, 1.720], [-4.432, 2.813, 1.391], [-5.582, 1.673, -0.614], [-4.442, 0.219, -2.000], [-1.830, -0.297, -1.540], [1.719, 1.134, -0.703]], "homo_lumo_gap_ha": 0.30829, "smiles": "N#CC(=C(Cl)Cl)c1cccc(Oc2ccccc2)c1", "total_energy_ha": -1627.3030, "max_force_ev_per_a": 3.26, "total_charge": 0, "e_lumo_ev": -0.4, "relative_energy_ev": 0.000}

***

Record 2
{"formula": "C15H9Cl5O3Rh", "method": "ωB97M-V/def2-TZVPD", "elements": ["Rh", "C", "O", "C", "C", "C", "C", "C", "C", "O", "C", "O", "C", "H", "H", "H", "H", "H", "H", "H", "H", "H", "Cl", "C", "C", "C", "Cl", "C", "Cl", "C", "Cl", "C", "Cl"], "coordinates": [[-1.655, 1.454, -0.333], [4.785, -0.221, -1.761], [3.937, -1.342, -2.022], [2.633, -1.225, -1.814], [1.870, -2.380, -2.124], [0.529, -2.350, -1.956], [-0.150, -1.198, -1.455], [-1.539, -1.260, -1.223], [-2.384, -2.420, -1.653], [-2.193, -0.374, -0.578], [0.637, -0.048, -1.152], [0.165, 1.114, -0.734], [2.022, -0.081, -1.330], [5.784, -0.538, -2.041], [4.762, 0.038, -0.702], [4.487, 0.635, -2.368], [2.386, -3.258, -2.483], [-0.045, -3.237, -2.180], [-2.080, -2.797, -2.626], [-3.424, -2.107, -1.686], [-2.292, -3.229, -0.925], [2.579, 0.811, -1.088], [-0.616, -0.705, 2.302], [-1.311, 0.827, 2.625], [-1.697, 1.646, 1.582], [-2.222, 2.889, 1.836], [-2.568, 3.774, 0.337], [-2.427, 3.388, 3.104], [-3.090, 4.941, 3.335], [-2.057, 2.555, 4.168], [-2.284, 3.106, 5.768], [-1.500, 1.290, 3.931], [-1.042, 0.302, 5.248]], "homo_lumo_gap_ha": [0.26335, 0.26333], "total_energy_ha": -3213.9297, "max_force_ev_per_a": 0.52, "total_charge": 1, "e_lumo_ev": [-5.0, -5.0], "relative_energy_ev": 0.399}

***

Record 3
{"formula": "C15H9N", "method": "ωB97M-V/def2-TZVPD", "elements": ["C", "C", "C", "C", "C", "C", "C", "C", "C", "C", "N", "C", "C", "C", "C", "C", "H", "H", "H", "H", "H", "H", "H", "H", "H"], "coordinates": [[1.540, 2.241, 2.158], [0.342, 1.590, 2.487], [-0.253, 0.692, 1.574], [-1.491, 0.073, 1.867], [-2.049, -0.841, 0.948], [-1.410, -1.109, -0.223], [-2.046, -1.904, -1.176], [-1.392, -2.137, -2.396], [-0.135, -1.590, -2.675], [0.502, -0.790, -1.708], [1.697, -0.220, -2.051], [2.204, 0.704, -1.189], [1.589, 1.034, 0.029], [2.150, 1.957, 0.916], [0.396, 0.392, 0.364], [-0.155, -0.522, -0.510], [1.973, 2.950, 2.829], [-0.133, 1.802, 3.410], [-1.970, 0.298, 2.788], [-3.030, -1.275, 1.148], [-3.051, -2.373, -1.039], [-1.836, -2.771, -3.158], [0.315, -1.745, -3.601], [3.165, 1.111, -1.445], [3.079, 2.432, 0.655]], "homo_lumo_gap_ha": 0.26013, "smiles": "c1cc2ccc3cccc4ncc(c1)c2c34", "total_energy_ha": -631.7818, "max_force_ev_per_a": 5.18, "total_charge": 0, "e_lumo_ev": -0.5}

***

Record 4
{"formula": "C15H9N5O3", "method": "ωB97M-V/def2-TZVPD", "elements": ["O", "C", "O", "N", "N", "N", "C", "C", "C", "C", "C", "C", "C", "O", "C", "C", "C", "C", "N", "C", "N", "C", "C", "H", "H", "H", "H", "H", "H", "H", "H", "H"], "coordinates": [[-2.621, -0.678, 1.930], [-2.150, -0.238, 0.890], [-2.830, -0.196, -0.266], [-2.037, 0.040, -1.430], [-1.202, -0.885, -1.976], [-0.675, -0.401, -3.058], [-1.179, 0.882, -3.211], [-0.779, 1.872, -4.102], [-1.471, 3.093, -4.063], [-2.447, 3.376, -3.111], [-2.741, 2.405, -2.128], [-2.096, 1.170, -2.236], [-0.750, 0.184, 1.016], [-0.438, 1.275, 0.560], [0.302, -0.699, 1.551], [0.173, -2.083, 1.699], [1.201, -2.885, 2.246], [2.369, -2.282, 2.681], [3.580, -2.683, 3.247], [4.364, -1.581, 3.433], [3.776, -0.473, 3.025], [2.538, -0.894, 2.507], [1.536, -0.103, 1.956], [-0.004, 1.652, -4.784], [-1.263, 3.852, -4.832], [-2.869, 4.369, -3.106], [-3.422, 2.685, -1.319], [-0.734, -2.560, 1.327], [1.032, -3.956, 2.294], [3.782, -3.623, 3.600], [5.341, -1.578, 3.867], [1.714, 0.945, 1.791]], "homo_lumo_gap_ha": 0.31203, "smiles": "O=C(On1nnc2ccccc21)C(=O)c1ccc2[nH]cnc2c1", "total_energy_ha": -1076.4209, "max_force_ev_per_a": 3.91, "total_charge": 0, "e_lumo_ev": -0.5, "relative_energy_ev": 0.000}